P | C6H8N | the ωB97M-V functional and the def2-TZVPD basis

Element x y z (Å)
C1 -1.716 0.037 1.134
C2 -0.484 0.567 1.173
C3 -1.965 -1.333 0.551
C4 0.509 0.078 0.230
C5 -1.047 -2.157 0.094
C6 2.096 0.652 -1.437
N1 1.376 0.957 -0.164
H1 -2.625 0.628 1.576
H2 -0.360 1.522 1.575
H3 -3.020 -1.739 0.603
H4 -0.517 -2.836 -0.393
H5 2.295 -0.388 -1.435
H6 1.317 0.798 -2.220
H7 2.882 1.326 -1.495
H8 1.260 1.889 0.207

Spin multiplicity ... 1
Total charge ... +1
Lowest unoccupied orbital energy (spin up / spin down) ... -6.0 / -6.0 eV
HOMO-LUMO gap (spin up / spin down) ... 0.2864 / 0.2879 hartree
HOMO level (spin up / spin down) ... -0.5061 / -0.5068 Eh
Molar mass ... 94.14 g mol⁻¹

=====

Q | C6H8N | the ωB97M-V functional and the def2-TZVPD basis

Element x y z (Å)
C1 0.304 0.521 -3.119
C2 0.539 0.639 -1.915
N1 0.829 1.008 -0.706
C3 0.242 0.581 0.749
C4 -0.549 -0.425 1.342
C5 -0.357 -1.860 0.692
C6 0.526 1.941 0.469
H1 0.273 0.019 -4.044
H2 -0.291 -0.562 2.338
H3 -1.598 -0.218 1.522
H4 -1.205 -1.885 -0.023
H5 -0.454 -2.683 1.345
H6 0.523 -1.956 0.163
H7 -0.270 2.609 0.339
H8 1.491 2.269 0.851

SMILES ... C#C[N+]1=C(CC)C1
Spin multiplicity ... 1
Total charge ... +1
Lowest unoccupied orbital energy (spin up / spin down) ... -6.5 / -7.1 eV
HOMO-LUMO gap (spin up / spin down) ... 0.2775 / 0.2387 hartree
HOMO level (spin up / spin down) ... -0.5170 / -0.5009 Eh
Molar mass ... 94.14 g mol⁻¹

=====

Out of the structures above, which one is the least stable? Solution: Q.